A cluster of 2 separate species, C40H53NO5Si in total in a non-equilibrium geometry. Source: OMol25; level of theory: ωB97M-V/def2-TZVPD.

Calculated values
Maximum force = 2.1 eV/Å
Frontier orbital gap = 5.207 eV

Last column: Mulliken charge in e.
Positions of all 100 atoms, in Å:
C: -2.826 -2.864 -3.659  -1.539
C: -1.701 -1.821 -3.513  0.875
C: -1.815 -0.705 -4.537  -0.380
C: -0.641 0.285 -4.500  -1.169
C: -0.486 1.305 -3.410  1.336
C: 0.884 1.855 -3.312  0.023
O: 1.241 2.961 -2.910  -0.759
O: 1.770 0.929 -3.803  -0.216
C: 3.196 1.202 -3.777  -0.208
C: 3.893 0.436 -4.880  -1.253
C: -1.705 2.083 -3.162  0.501
O: -2.045 2.687 -2.139  -0.705
O: -2.626 1.996 -4.145  -0.362
C: -3.876 2.668 -3.835  -0.123
C: -4.819 2.355 -4.960  -1.242
H: -2.778 -3.588 -2.831  0.400
H: -3.822 -2.388 -3.648  0.286
H: -2.712 -3.421 -4.607  0.412
H: -1.697 -1.379 -2.510  -0.848
H: -0.724 -2.310 -3.658  0.269
H: -1.810 -1.175 -5.540  0.456
H: -2.773 -0.170 -4.458  -0.023
H: 0.289 -0.280 -4.517  0.387
H: -0.689 0.843 -5.451  0.252
H: 3.348 2.275 -3.892  0.343
H: 3.571 0.888 -2.799  0.139
H: 4.971 0.612 -4.819  0.412
H: 3.729 -0.645 -4.804  0.282
H: 3.570 0.773 -5.870  0.306
H: -4.274 2.314 -2.879  0.235
H: -3.689 3.742 -3.756  0.282
H: -5.749 2.913 -4.831  0.420
H: -4.391 2.630 -5.927  0.289
H: -5.070 1.288 -4.975  0.269
C: 3.577 -4.438 2.999  -1.115
Si: 1.759 -4.240 3.364  0.383
C: 0.758 -5.753 2.942  -1.157
C: 1.471 -3.688 5.122  -0.967
O: 1.182 -3.097 2.310  -0.410
C: 0.926 -1.709 2.271  2.466
C: -0.447 -1.398 2.909  -0.097
C: -1.374 -2.429 3.059  -0.160
C: -2.607 -2.185 3.674  -0.828
C: -2.944 -0.884 4.060  -0.753
C: -2.050 0.166 3.837  -1.202
C: -0.796 -0.091 3.273  -0.117
C: 2.113 -0.983 2.916  0.309
C: 1.989 -0.502 4.219  -0.541
C: 3.083 0.097 4.850  -0.919
C: 4.314 0.152 4.202  -0.712
C: 4.451 -0.394 2.922  -0.858
C: 3.360 -0.993 2.285  -0.436
C: 0.795 -1.412 0.730  -1.861
C: -0.370 -2.170 0.085  -1.060
C: -1.533 -1.186 0.030  -1.135
C: -0.872 0.191 -0.044  -0.436
N: 0.477 -0.003 0.453  0.793
C: 1.358 0.993 0.551  -0.015
C: 0.980 2.345 0.480  -1.899
C: 0.035 2.912 -0.344  1.331
C: -0.486 4.242 -0.043  0.002
C: -1.043 5.108 -1.010  0.167
C: -1.435 6.409 -0.696  -0.992
C: -1.284 6.890 0.612  -0.262
C: -0.768 6.047 1.602  -0.922
C: -0.404 4.740 1.288  -0.378
H: 4.017 -5.202 3.653  0.403
H: 3.732 -4.752 1.959  0.294
H: 4.121 -3.499 3.158  0.276
H: 1.119 -6.572 3.576  0.407
H: -0.319 -5.634 3.122  0.313
H: 0.894 -6.047 1.892  0.326
H: 1.561 -4.566 5.781  0.524
H: 2.208 -2.942 5.452  0.276
H: 0.467 -3.261 5.261  0.250
H: -1.127 -3.442 2.723  0.155
H: -3.298 -3.023 3.819  0.423
H: -3.925 -0.686 4.502  0.423
H: -2.310 1.187 4.123  0.464
H: -0.069 0.715 3.163  0.716
H: 1.040 -0.606 4.750  0.605
H: 2.939 0.498 5.855  0.442
H: 5.170 0.608 4.700  0.423
H: 5.410 -0.370 2.409  0.458
H: 3.480 -1.470 1.306  0.451
H: 1.748 -1.681 0.245  1.154
H: -0.050 -2.399 -0.940  0.558
H: -0.604 -3.117 0.577  0.329
H: -2.224 -1.369 -0.800  1.026
H: -2.114 -1.235 0.953  0.163
H: -0.862 0.528 -1.092  -0.295
H: -1.431 0.951 0.521  0.502
H: 2.385 0.730 0.812  0.645
H: 1.572 3.003 1.125  0.788
H: -0.279 2.409 -1.244  0.052
H: -1.147 4.741 -2.029  0.420
H: -1.838 7.053 -1.477  0.393
H: -1.582 7.912 0.850  0.381
H: -0.623 6.415 2.619  0.365
H: -0.019 4.090 2.082  0.322

Forces on the atoms, in the same order (eV/Å):
0.251 0.030 0.170
-0.240 -0.087 -0.175
0.099 0.038 -0.195
-0.052 -0.271 -1.096
0.208 0.821 0.195
-2.070 -0.234 0.112
0.204 -0.336 0.119
1.376 0.035 -0.083
-0.878 0.293 0.122
-0.067 -0.144 -0.192
0.802 -0.251 0.780
0.414 0.027 -0.200
-0.741 0.430 -0.161
0.379 -0.223 -0.252
-0.288 -0.172 -0.283
-0.133 0.079 -0.252
0.389 -0.173 -0.013
-0.127 0.253 0.378
0.019 -0.150 -0.282
-0.184 0.026 0.153
-0.015 0.184 0.269
0.268 -0.343 0.089
-0.237 -0.201 -0.235
0.107 -0.254 -0.101
0.019 -0.017 0.128
0.061 0.103 0.040
-0.052 0.010 0.073
-0.062 0.203 0.003
-0.075 -0.078 0.177
0.198 0.067 -0.072
-0.005 -0.119 0.086
-0.001 -0.003 0.012
-0.011 -0.047 0.080
0.082 0.160 -0.064
0.087 -0.292 0.086
-0.136 0.586 -0.063
0.134 -0.269 0.074
0.055 -0.159 0.343
-0.275 0.333 -0.606
-0.334 -0.177 -0.249
0.430 -0.002 0.015
-0.144 -0.083 0.538
0.193 0.081 -0.276
-0.145 -0.070 -0.150
0.166 -0.140 -0.053
-0.316 -0.242 0.145
-0.461 -0.476 0.255
0.426 0.301 -0.010
-0.261 -0.242 -0.050
-0.059 0.078 -0.035
-0.162 -0.231 -0.140
0.124 0.417 0.358
0.374 -0.369 0.169
0.263 -0.139 -0.749
-0.366 0.176 0.724
-1.164 -0.215 -0.749
1.519 1.122 -0.172
-1.043 -1.303 -0.117
0.010 0.971 -0.297
0.717 0.061 0.956
-0.084 1.234 0.633
0.222 -0.344 -0.228
0.203 -0.181 0.513
-0.027 -0.263 -0.283
-0.011 -0.061 -0.136
0.215 -0.091 -0.439
0.022 0.116 -0.137
-0.020 0.041 0.175
-0.146 -0.164 0.026
-0.158 -0.050 -0.154
0.290 0.053 0.033
0.015 0.068 0.224
-0.041 0.256 -0.046
-0.164 -0.222 -0.110
0.219 -0.152 -0.067
-0.048 0.478 0.241
0.187 0.438 -0.024
0.399 -0.055 -0.093
0.034 -0.327 -0.089
-0.297 -0.148 -0.057
0.446 0.146 -0.203
0.249 -0.104 -0.256
-0.197 -0.092 -0.184
-0.114 -0.005 0.187
0.030 0.258 0.378
-0.388 0.140 0.241
-0.167 -0.080 0.102
0.145 0.254 -0.022
0.284 0.101 0.273
-0.040 -0.117 -0.139
0.297 -0.070 0.126
0.374 -0.044 0.053
-0.448 -0.025 0.186
-0.169 -0.258 -0.203
-0.329 0.104 0.283
0.100 0.106 0.304
0.079 -0.169 0.198
0.127 -0.283 -0.015
-0.170 -0.123 -0.277
-0.188 0.261 -0.293